1.
The following is a DFT calculation (ωB97M-V/def2-TZVPD) of a cluster of 5 separate species, C28H54BrNO18S in total.

- Molecular weight: 804.70 g/mol
- Orbital gap: 10.70 eV
- SMILES: CCCOC[C@@H]1[C@H](Br)[C@](C)(CCOC=O)OS(=O)(=O)[C@H]1N.CCOC(=O)OC.CCOC(=O)OC.CCOC(=O)OC.CCOC(=O)OC
- E_HOMO: -10.5 eV
- LUMO energy: 0.179 eV
- Net charge: 0

Geometry as XYZ:
```
103
C28H54BrNO18S ωB97M-V/def2-TZVPD
C -3.9579 -1.6693 6.5601
C -2.8547 -0.9664 5.7781
C -3.0927 -0.9335 4.2661
O -1.9128 -1.4070 3.6369
C -2.0256 -1.6263 2.2462
C -1.2898 -0.5839 1.4099
C 0.2626 -0.6920 1.4413
Br 0.9277 -2.2037 2.4924
C 1.0090 0.5680 1.9215
C 2.5193 0.3364 1.7119
C 0.8108 0.8302 3.4433
C 0.6664 2.2990 3.7543
O 0.7610 2.4973 5.1662
C 0.6505 3.8008 5.5148
O 1.3112 4.2899 6.4234
O 0.7316 1.7314 1.1183
S -0.8054 2.0021 0.7807
O -1.1433 3.3587 1.0478
O -0.9939 1.6114 -0.5874
C -1.8372 0.8166 1.7204
N -3.1722 1.0524 1.2711
H -4.3613 -2.5329 6.0433
H -4.7581 -1.0055 6.8688
H -3.5235 -2.0444 7.4828
H -2.6790 0.0439 6.1301
H -1.9260 -1.4973 5.9537
H -3.2570 0.1126 3.9975
H -3.9639 -1.5277 3.9991
H -3.0805 -1.5423 1.9755
H -1.7400 -2.6303 1.9618
H -1.5868 -0.7805 0.3811
H 0.5983 -0.8935 0.4340
H 2.6991 -0.1585 0.7632
H 2.9696 -0.1907 2.5338
H 2.9686 1.3239 1.6306
H 1.6213 0.4083 4.0174
H -0.0819 0.3004 3.7712
H 1.3960 2.8879 3.2067
H -0.3137 2.6485 3.4286
H -0.0866 4.4237 4.9840
H -1.7377 1.0463 2.7734
H -3.3468 0.4579 0.4704
H -3.8442 0.8019 1.9805
C 0.4571 1.1765 -4.0828
C 1.4711 1.3430 -2.9729
O 2.5154 0.3565 -3.0596
C 3.4570 0.5951 -3.9673
O 3.5216 1.5516 -4.6922
O 4.3246 -0.4182 -3.9382
C 5.3618 -0.3264 -4.9161
H 0.0731 0.1552 -4.0973
H -0.3747 1.8660 -3.9414
H 0.9060 1.3712 -5.0565
H 0.9910 1.1860 -2.0099
H 1.8972 2.3459 -2.9676
H 5.8718 0.6326 -4.8606
H 4.9515 -0.4816 -5.9128
H 6.0774 -1.1152 -4.7036
C -0.5741 5.4432 -0.9228
C -1.6536 6.1023 -1.7515
O -1.7358 7.5155 -1.4987
C -0.8163 8.2587 -2.1035
O 0.0446 7.8663 -2.8454
O -1.0112 9.5300 -1.7448
C -0.0456 10.4398 -2.2720
H -0.7119 5.6690 0.1319
H -0.5988 4.3686 -1.0602
H 0.4137 5.8073 -1.2107
H -2.6272 5.6984 -1.4798
H -1.5094 5.9208 -2.8165
H 0.0395 10.3394 -3.3516
H 0.9227 10.2752 -1.8018
H -0.3948 11.4400 -2.0317
C 4.1327 -1.2818 -10.4496
C 5.4224 -0.7635 -9.8493
O 6.1251 -1.8031 -9.1529
C 6.8050 -2.6498 -9.9219
O 6.8918 -2.6086 -11.1199
O 7.3695 -3.5622 -9.1311
C 8.0793 -4.5855 -9.8316
H 3.5259 -1.7681 -9.6848
H 3.5612 -0.4643 -10.8885
H 4.3320 -2.0186 -11.2268
H 5.2014 -0.0005 -9.1051
H 6.0602 -0.3086 -10.6061
H 8.8009 -4.1582 -10.5239
H 7.3815 -5.2291 -10.3650
H 8.6046 -5.1702 -9.0821
C -7.7645 -6.3830 7.0963
C -6.6512 -6.2837 8.1170
O -5.6325 -7.2669 7.8860
C -4.7741 -6.9818 6.9112
O -4.7712 -5.9862 6.2360
O -3.9200 -7.9975 6.8027
C -2.9758 -7.8607 5.7389
H -8.1609 -7.3984 7.0633
H -8.5726 -5.6959 7.3466
H -7.4029 -6.1396 6.0980
H -7.0380 -6.4904 9.1129
H -6.2130 -5.2862 8.1357
H -2.4538 -6.9085 5.7984
H -3.4772 -7.9561 4.7771
H -2.2599 -8.6694 5.8513
```

Mulliken population analysis, charges in e, atoms 1 to 8: -1.309, -0.499, 0.016, -0.255, -1.799, 0.960, -0.818, -0.057

---

2.
The following is a DFT calculation (ωB97M-V/def2-TZVPD) of a structure of composition C4H3N.

- Molecular weight: 65.07 g/mol
- Orbital gap (spin up / spin down): 7.41 / 7.41 eV
- Energy above the lowest of the compared OMol25 structures with the same formula, charge and spin: 533.41 kJ/mol
- E_HOMO (spin up / spin down): -8.6 / -8.6 eV
- LUMO energy (spin up / spin down): -1.213 / -1.212 eV
- Net charge: 0

Geometry as XYZ:
```
8
C4H3N ωB97M-V/def2-TZVPD
C -1.1190 -1.4961 -0.0951
C -0.3587 -0.6880 -0.5791
C 0.6769 1.0546 0.4536
C 1.1709 1.2118 -0.8326
N 0.4814 0.1358 -1.2939
H -1.7811 -2.1695 0.3994
H 1.1874 0.4242 1.1847
H -0.2577 1.5273 0.7630
```

List of Mulliken charges in e, atom by atom: -0.420, -0.020, -0.086, -0.265, -0.222, 0.430, 0.292, 0.291

---

3.
The following is a DFT calculation (ωB97M-V/def2-TZVPD) of the molecule C5H11NO2.

- Molecular weight: 117.15 g/mol
- Orbital gap: 9.50 eV
- SMILES: CC(C)(C)N(O)C=O
- Energy above the lowest of the compared OMol25 structures with the same formula, charge and spin: 441.91 kJ/mol
- E_HOMO: -8.7 eV
- LUMO energy: 0.803 eV
- Net charge: 0

Geometry as XYZ:
```
19
C5H11NO2 ωB97M-V/def2-TZVPD
C -2.7053 0.2107 0.0360
C 1.3210 0.6915 0.3000
C -0.0469 -1.2033 1.1635
C -0.0765 -0.5340 -1.3801
C 0.0513 -0.0363 0.1343
N -1.0997 0.7640 0.5669
O -2.9275 -0.9107 -0.1974
O -1.0032 2.1216 0.0062
H -3.3355 1.1397 0.0293
H 2.1883 0.0995 0.1803
H 1.3902 1.4851 -0.3548
H 1.2727 1.1821 1.3145
H 0.8818 -1.6197 1.3937
H -0.5225 -1.9643 0.7007
H -0.5530 -0.8565 2.0479
H -0.3628 -1.6074 -1.3097
H -0.6464 0.1369 -1.9135
H 0.8603 -0.5883 -1.7797
H -0.2349 2.5090 0.5621
```

Mulliken population analysis, charges in e, atoms 1 to 8: 0.130, -2.400, -1.966, -1.745, 2.409, -0.400, -0.338, -0.491

---

4.
The following is a DFT calculation (ωB97M-V/def2-TZVPD) of a cluster of 2 separate species, C7H17NO in total.

- Molecular weight: 131.22 g/mol
- Orbital gap: 10.51 eV
- SMILES: CCN(C)C(C)=O.CC
- Energy above the lowest of the compared OMol25 structures with the same formula, charge and spin: 400.93 kJ/mol
- E_HOMO: -9.6 eV
- LUMO energy: 0.904 eV
- Net charge: 0

Geometry as XYZ:
```
26
C7H17NO ωB97M-V/def2-TZVPD
C 1.2213 -2.6329 1.5067
C 2.1519 -1.5183 1.0098
H 1.7828 -3.5203 1.4192
H 0.6171 -2.5172 2.4177
H 0.3054 -2.7011 0.8897
H 2.2102 -1.6666 -0.0528
H 3.1066 -1.6061 1.5009
H 1.7531 -0.5172 1.1735
C -0.3021 1.7851 -0.3003
C -0.9672 2.7407 0.7669
C -1.3176 -0.2193 0.8045
C -0.3022 0.4633 -2.8586
C -0.9045 -0.1754 -1.5072
O -0.8222 -1.3823 -1.5802
N -1.2970 0.7182 -0.3744
H -0.3066 2.3459 -1.2307
H 0.7140 1.4399 0.0680
H -0.4571 2.2453 1.7054
H -1.9867 2.5505 0.5103
H -2.4822 -0.4373 0.9353
H 0.5414 -0.0075 -3.1215
H -0.8676 3.8693 0.5405
H -0.7901 -1.1783 0.6873
H -0.5844 0.0507 1.6836
H -1.1325 0.4525 -3.6199
H 0.1161 1.4183 -2.9738
```

Mulliken population analysis, charges in e, atoms 1 to 8: -1.044, -0.544, 0.358, 0.343, 0.325, 0.187, 0.379, 0.067

---

5.
The following is a DFT calculation (ωB97M-V/def2-TZVPD) of a cluster of 2 separate species, C17H19NO in total.

- Molecular weight: 253.35 g/mol
- Orbital gap: 8.53 eV
- SMILES: Cc1c[nH]c2ccccc12.CCc1ccc(O)cc1
- Energy above the lowest of the compared OMol25 structures with the same formula, charge and spin: 398.16 kJ/mol
- E_HOMO: -7.7 eV
- LUMO energy: 0.796 eV
- Net charge: 0

Geometry as XYZ:
```
38
C17H19NO ωB97M-V/def2-TZVPD
C 0.9063 -1.5161 -1.8299
C 1.8261 -2.5154 -1.1909
C -0.5686 -1.9104 -1.6981
C -1.1006 -1.9113 -0.4375
C -1.2271 -2.4416 -2.7806
C -2.4116 -2.5145 -0.2272
C -2.5866 -2.8413 -2.5572
C -3.0360 -3.0814 -1.2809
O -4.3239 -3.6267 -1.2685
H 1.0113 -0.5623 -1.1610
H 1.2845 -1.2544 -2.7941
H 2.4810 -2.9799 -1.9195
H -0.7161 -1.4756 0.3696
H -0.8406 -2.4449 -3.7580
H -2.9653 -2.4288 0.6648
H -2.9813 -3.3682 -3.3901
H -4.7090 -3.2573 -0.4643
H 1.1861 -3.1992 -0.6866
H 2.6663 -1.9499 -0.6682
C 2.4959 0.1771 0.9094
C 0.6178 2.0555 1.3345
C 1.9509 1.3779 1.4292
C 0.7614 3.1981 2.1035
C 2.6504 2.2423 2.2763
C -1.4846 3.0044 0.5217
C -1.2433 4.0964 1.3698
C -0.5035 1.9431 0.4544
C -0.1392 4.2897 2.0774
N 1.9854 3.3121 2.6621
H -2.3309 2.9426 -0.0257
H -2.1561 4.8734 1.2834
H -0.7402 1.1014 -0.1576
H 0.0248 5.0580 2.8051
H 1.7693 -0.6259 0.9842
H 3.4821 -0.0912 1.4182
H 3.5949 2.0477 2.7820
H 2.4617 4.1554 2.9630
H 2.9084 0.1209 -0.1130
```

Mulliken population analysis, charges in e, atoms 1 to 8: 0.032, -1.108, 0.240, -0.487, -0.585, -1.019, -0.657, 0.649

---

6.
The following is a DFT calculation (ωB97M-V/def2-TZVPD) of a cluster of 2 separate species, C2H2N2O2 in total.

- Molecular weight: 86.05 g/mol
- Orbital gap (spin up / spin down): 9.28 / 9.28 eV
- Energy above the lowest of the compared OMol25 structures with the same formula, charge and spin: 308.90 kJ/mol
- E_HOMO (spin up / spin down): -9.1 / -9.1 eV
- LUMO energy (spin up / spin down): 0.170 / 0.170 eV
- Net charge: 0

Geometry as XYZ:
```
8
C2H2N2O2 ωB97M-V/def2-TZVPD
C 0.3669 0.3464 0.7059
C -1.1183 3.1261 0.4022
N -0.6112 -0.1519 -1.3493
N -0.4038 -0.0138 -0.1642
O -1.6770 2.2985 0.9473
O -0.5808 4.0374 -0.0127
H 0.3098 0.1470 1.7421
H -1.4296 0.3644 -1.6808
```

List of Mulliken charges in e, atom by atom: -0.260, 0.683, -0.683, 0.430, -0.348, -0.333, 0.265, 0.246